(P)
Entry from OMol25: C9H10N2O3 in the gas phase (ωB97M-V/def2-TZVPD).

```
24
C9H10N2O3 ωB97M-V/def2-TZVPD
N 2.139 1.661 -1.139
C 1.322 0.373 -1.249
C 0.174 0.255 -2.226
C -0.600 -0.955 -1.684
C -0.440 -0.773 -0.173
C -1.268 -1.515 0.779
C -1.295 -1.365 2.075
C -0.794 -0.377 3.041
O -0.642 -0.686 4.206
C -0.871 0.961 2.515
N -1.309 1.724 1.751
O -1.808 2.443 0.944
C 0.712 -0.029 0.032
O 1.413 0.106 1.167
H 1.651 2.538 -1.362
H 2.755 1.572 -1.924
H 2.029 -0.349 -1.542
H 0.369 0.050 -3.336
H -0.537 1.053 -2.149
H 0.047 -1.869 -1.924
H -1.643 -1.249 -1.935
H -1.865 -2.287 0.278
H -1.688 -2.148 2.681
H 2.151 0.865 1.174
```

Properties
SMILES   N[C@@H]1CCC(/C=C\C(=O)C#[N+][O-])=C1O
HOMO level   -8.36 eV
LUMO   -0.46 eV
2S+1   1
Charge   0
HOMO-LUMO gap   7.89 eV

---

(Q)
Entry from OMol25: C9H10N2O3 in the gas phase (ωB97M-V/def2-TZVPD).

```
24
C9H10N2O3 ωB97M-V/def2-TZVPD
C -3.268 0.284 0.207
C -2.786 1.616 0.242
C -2.357 -0.795 -0.136
C -1.495 1.874 -0.077
C -0.999 -0.514 -0.269
C -0.576 0.819 -0.228
C -0.104 -1.718 -0.743
C 0.993 -1.915 0.209
C 3.210 -1.075 0.485
N 0.780 0.928 -0.441
N 1.518 2.069 -0.243
O 1.032 3.132 0.050
O 2.713 1.860 -0.309
O 2.215 -1.680 -0.267
H -4.247 0.167 0.386
H -3.322 2.518 0.474
H -2.613 -1.870 -0.213
H -1.227 2.856 -0.107
H -0.846 -2.634 -0.761
H 0.205 -1.316 -1.631
H 0.658 -2.095 1.301
H 2.849 -0.450 1.415
H 3.578 -0.338 -0.193
H 4.089 -1.722 0.848
```

Properties
HOMO level (spin up / spin down)   -7.29 / -7.29 eV
LUMO (spin up / spin down)   -2.19 / -2.19 eV
2S+1   1
Charge   0
HOMO-LUMO gap (spin up / spin down)   5.09 / 5.09 eV

---

Name the least stable of them. (Q).

---

(P)
Entry from OMol25: 2 unconnected molecules or ions with the total composition CH2F2N2 (ωB97M-V/def2-TZVPD).

```
7
CH2F2N2 ωB97M-V/def2-TZVPD
C -2.025 0.183 0.244
N 1.355 -0.175 -0.677
N 0.995 0.854 -0.291
F -1.818 -1.064 -0.188
F -3.102 0.705 -0.346
H -1.999 0.296 1.323
H 2.249 -0.371 -1.159
```

Properties
HOMO level (spin up / spin down)   -8.82 / -8.21 eV
LUMO (spin up / spin down)   0.57 / 0.56 eV
2S+1   1
Charge   0
HOMO-LUMO gap (spin up / spin down)   9.40 / 8.77 eV

---

(Q)
Entry from OMol25: CH2F2N2 in the gas phase (ωB97M-V/def2-TZVPD).

```
7
CH2F2N2 ωB97M-V/def2-TZVPD
F -0.849 -2.503 -0.190
N -1.191 -1.141 -0.332
C -0.196 -0.165 0.137
N -1.295 -0.547 0.955
F -2.402 0.319 1.090
H 0.752 -0.378 0.611
H -0.321 0.709 -0.436
```

Properties
SMILES   FN1CN1F
HOMO level   -11.46 eV
LUMO   1.02 eV
2S+1   1
Charge   0
HOMO-LUMO gap   12.48 eV

---

Name the least stable of them. (Q).

---

(P)
Entry from OMol25: 11 unconnected molecules or ions with the total composition C33H77N11O11 (ωB97M-V/def2-TZVPD).

```
132
C33H77N11O11 ωB97M-V/def2-TZVPD
C 7.386 -6.595 -1.540
N 7.734 -5.541 -0.580
C 8.390 -4.467 -0.899
C 8.940 -4.362 -2.312
O 8.665 -3.627 -0.113
H 6.635 -7.292 -1.170
H 8.252 -7.183 -1.843
H 7.117 -6.178 -2.511
H 7.379 -5.579 0.365
H 8.092 -4.124 -2.953
H 9.491 -5.243 -2.641
H 9.629 -3.517 -2.346
C -0.129 7.874 -0.231
N -0.502 7.910 1.156
C -0.121 8.851 2.017
C -0.526 8.575 3.407
O 0.432 9.881 1.714
H 0.936 8.090 -0.314
H -0.730 8.538 -0.852
H -0.265 6.914 -0.730
H -0.933 7.063 1.498
H -1.605 8.497 3.541
H -0.130 9.311 4.107
H -0.091 7.629 3.730
C 2.249 2.705 5.352
N 3.173 2.356 6.369
C 4.434 2.802 6.456
C 5.296 2.190 7.544
O 4.872 3.671 5.683
H 2.310 3.761 5.088
H 1.241 2.536 5.732
H 2.379 2.092 4.461
H 2.871 1.667 7.042
H 6.350 2.118 7.278
H 4.933 1.182 7.746
H 5.171 2.707 8.496
C -4.217 -10.840 -3.480
N -3.663 -9.463 -3.260
C -3.727 -8.724 -2.166
C -3.255 -7.318 -2.346
O -4.126 -9.150 -1.074
H -3.422 -11.577 -3.589
H -4.831 -10.835 -4.381
H -4.907 -11.182 -2.709
H -3.369 -8.907 -4.051
H -3.997 -6.860 -3.000
H -2.304 -7.263 -2.877
H -3.213 -6.704 -1.446
C -10.052 6.363 -2.888
N -8.669 6.379 -2.455
C -7.638 5.699 -2.955
C -6.313 5.866 -2.173
O -7.713 4.814 -3.787
H -10.454 7.376 -2.859
H -10.760 5.769 -2.310
H -10.080 5.969 -3.904
H -8.494 6.968 -1.654
H -5.671 6.510 -2.774
H -5.797 4.955 -1.869
H -6.584 6.398 -1.261
C -6.303 5.503 4.577
N -6.055 4.108 4.682
C -5.053 3.537 4.094
C -4.880 2.020 4.227
O -4.164 4.165 3.507
H -7.295 5.629 5.009
H -6.359 5.911 3.567
H -5.613 6.142 5.129
H -6.656 3.640 5.347
H -4.984 1.633 5.241
H -3.868 1.764 3.915
H -5.559 1.425 3.616
C 1.772 2.234 -7.472
N 0.628 1.373 -7.644
C 0.408 0.203 -7.014
C -0.901 -0.575 -7.191
O 1.286 -0.273 -6.269
H 2.237 2.370 -8.448
H 2.545 1.789 -6.845
H 1.502 3.218 -7.087
H -0.089 1.686 -8.283
H -1.768 -0.201 -6.646
H -0.762 -1.547 -6.718
H -1.191 -0.696 -8.234
C -0.382 0.504 -1.192
N 0.405 -0.732 -1.340
C 0.525 -1.693 -0.370
C 1.442 -2.850 -0.607
O -0.136 -1.630 0.671
H -0.622 0.925 -2.169
H 0.236 1.257 -0.704
H -1.317 0.319 -0.663
H 1.043 -0.804 -2.120
H 2.012 -2.666 -1.517
H 0.899 -3.781 -0.774
H 2.095 -2.939 0.262
C 6.809 -3.663 5.569
N 7.150 -4.764 6.410
C 7.060 -6.071 6.099
C 7.457 -7.087 7.137
O 6.600 -6.450 5.040
H 5.925 -3.188 5.993
H 6.511 -3.952 4.561
H 7.618 -2.945 5.432
H 7.534 -4.535 7.315
H 8.498 -7.377 6.995
H 6.710 -7.879 7.175
H 7.453 -6.581 8.103
C 0.413 -8.691 3.542
N 0.221 -9.279 4.873
C -0.921 -9.667 5.460
C -2.304 -9.385 4.842
O -0.851 -10.391 6.493
H 1.175 -9.230 2.979
H 0.675 -7.638 3.635
H -0.499 -8.727 2.946
H 1.085 -9.397 5.384
H -2.362 -9.732 3.810
H -2.431 -8.303 4.852
H -3.167 -9.835 5.332
C -0.699 10.253 -8.861
N -1.017 8.902 -8.527
C -1.970 8.552 -7.655
C -2.161 7.102 -7.239
O -2.733 9.383 -7.192
H 0.378 10.363 -8.737
H -1.307 11.017 -8.376
H -1.021 10.372 -9.896
H -0.464 8.195 -8.990
H -1.649 6.492 -7.983
H -3.209 6.801 -7.239
H -1.653 6.909 -6.295
```

Properties
SMILES   CNC(C)=O.CNC(C)=O.CNC(C)=O.CNC(C)=O.CNC(C)=O.CNC(C)=O.CNC(C)=O.CNC(C)=O.CNC(C)=O.CNC(C)=O.CNC(C)=O
HOMO level   -9.08 eV
LUMO   0.16 eV
2S+1   1
Charge   0
HOMO-LUMO gap   9.24 eV

---

(Q)
Entry from OMol25: 11 unconnected molecules or ions with the total composition C33H77N11O11 (ωB97M-V/def2-TZVPD).

```
132
C33H77N11O11 ωB97M-V/def2-TZVPD
C 0.851 1.130 -4.662
N 2.216 0.747 -4.935
C 2.514 0.248 -6.263
C 3.132 0.694 -3.954
O 4.320 0.476 -4.121
H 0.258 0.210 -4.556
H 0.437 1.676 -5.510
H 0.693 1.710 -3.756
H 3.556 -0.051 -6.253
H 1.807 -0.539 -6.534
H 2.368 1.045 -6.999
H 2.755 0.872 -2.931
C 1.572 -2.641 -3.996
N 1.704 -4.028 -3.693
C 2.520 -4.379 -2.527
C 1.446 -4.957 -4.650
O 0.829 -4.745 -5.669
H 2.515 -2.142 -4.268
H 1.230 -2.060 -3.130
H 0.838 -2.374 -4.752
H 2.669 -3.471 -1.950
H 1.973 -5.096 -1.918
H 3.495 -4.765 -2.827
H 1.857 -5.943 -4.367
C -2.768 1.664 -4.971
N -3.932 2.421 -4.572
C -4.602 3.188 -5.609
C -4.251 2.622 -3.266
O -4.979 3.494 -2.862
H -3.035 1.120 -5.879
H -2.409 0.979 -4.205
H -1.934 2.329 -5.230
H -5.581 3.473 -5.243
H -3.966 4.031 -5.883
H -4.755 2.544 -6.477
H -3.795 1.860 -2.608
C 3.755 -0.340 6.572
N 3.815 -0.155 5.135
C 4.582 0.956 4.679
C 3.081 -0.891 4.283
O 3.021 -0.672 3.082
H 4.734 -0.530 7.014
H 3.131 -1.211 6.774
H 3.338 0.553 7.040
H 4.334 1.324 3.687
H 4.342 1.868 5.253
H 5.671 0.935 4.768
H 2.565 -1.741 4.749
C -2.443 -4.117 2.981
N -3.784 -3.862 2.527
C -3.963 -3.572 1.111
C -4.851 -3.799 3.361
O -5.996 -3.687 2.999
H -2.408 -4.066 4.067
H -1.767 -3.407 2.504
H -2.127 -5.122 2.679
H -4.760 -2.857 0.948
H -3.012 -3.196 0.723
H -4.108 -4.498 0.549
H -4.532 -3.846 4.420
C 0.753 -0.080 0.351
N -0.124 -0.874 -0.481
C -0.673 -0.188 -1.606
C 0.008 -2.219 -0.472
O -0.393 -2.961 -1.347
H 0.864 -0.539 1.335
H 0.368 0.921 0.531
H 1.759 -0.017 -0.082
H 0.136 0.201 -2.238
H -1.370 -0.772 -2.198
H -1.158 0.734 -1.268
H 0.481 -2.566 0.463
C 2.568 5.097 2.734
N 2.047 4.031 1.927
C 2.950 2.997 1.489
C 0.743 3.975 1.611
O 0.164 3.050 1.070
H 3.242 5.741 2.157
H 3.103 4.731 3.607
H 1.746 5.740 3.043
H 3.484 3.339 0.594
H 3.713 2.744 2.225
H 2.467 2.053 1.247
H 0.149 4.811 2.016
C 5.207 0.473 -0.833
N 5.812 1.654 -0.277
C 5.884 2.845 -1.093
C 6.295 1.664 0.986
O 6.912 2.565 1.512
H 5.467 -0.415 -0.261
H 5.530 0.323 -1.866
H 4.111 0.520 -0.896
H 5.091 2.795 -1.845
H 5.663 3.729 -0.496
H 6.832 2.958 -1.619
H 6.100 0.718 1.524
C -5.238 1.704 1.771
N -4.477 2.895 1.446
C -3.200 2.691 0.769
C -4.623 3.981 2.254
O -3.752 4.782 2.529
H -5.185 1.394 2.816
H -4.794 0.882 1.205
H -6.271 1.773 1.431
H -2.644 3.623 0.755
H -2.595 1.932 1.270
H -3.422 2.371 -0.251
H -5.647 4.071 2.652
C -2.258 -5.537 -1.155
N -3.505 -6.195 -1.495
C -3.908 -7.413 -0.797
C -4.324 -5.691 -2.451
O -5.476 -6.017 -2.640
H -2.084 -5.568 -0.076
H -2.308 -4.517 -1.512
H -1.443 -6.154 -1.552
H -3.635 -7.348 0.255
H -4.959 -7.599 -0.976
H -3.328 -8.238 -1.230
H -3.798 -4.967 -3.102
C -1.357 2.486 3.794
N -0.460 3.032 4.755
C -0.899 4.236 5.396
C 0.814 2.596 4.877
O 1.657 3.106 5.594
H -2.242 1.974 4.202
H -0.936 1.767 3.091
H -1.818 3.255 3.165
H -0.174 4.585 6.125
H -0.904 5.049 4.651
H -1.907 4.144 5.788
H 1.009 1.730 4.220
```

Properties
SMILES   CN(C)C=O.CN(C)C=O.CN(C)C=O.CN(C)C=O.CN(C)C=O.CN(C)C=O.CN(C)C=O.CN(C)C=O.CN(C)C=O.CN(C)C=O.CN(C)C=O
HOMO level   -9.08 eV
LUMO   0.04 eV
2S+1   1
Charge   0
HOMO-LUMO gap   9.12 eV

---

Name the least stable of them. (Q).

---

(P)
Entry from OMol25: C2H6S in the gas phase (ωB97M-V/def2-TZVPD).

```
9
C2H6S ωB97M-V/def2-TZVPD
C 0.206 -0.506 -0.927
C 0.160 -0.068 0.517
S -1.373 0.884 0.885
H 0.237 0.347 -1.610
H -0.683 -1.079 -1.201
H 1.086 -1.119 -1.115
H 0.148 -0.938 1.172
H 1.017 0.547 0.788
H -0.798 1.932 1.491
```

Properties
SMILES   CCS
HOMO level   -9.04 eV
LUMO   1.02 eV
2S+1   1
Charge   0
HOMO-LUMO gap   10.06 eV

---

(Q)
Entry from OMol25: C2H6S in the gas phase (ωB97M-V/def2-TZVPD).

```
9
C2H6S ωB97M-V/def2-TZVPD
C 1.323 -0.094 -0.397
S 0.006 -1.447 0.647
C -1.323 0.209 0.319
H 0.782 0.110 -1.298
H 2.224 -0.663 -0.498
H 1.463 0.715 0.330
H -2.221 -0.240 0.750
H -0.921 1.030 0.922
H -1.333 0.380 -0.774
```

Properties
SMILES   CSC
HOMO level   -8.72 eV
LUMO   0.58 eV
2S+1   1
Charge   0
HOMO-LUMO gap   9.29 eV

---

(R)
Entry from OMol25: 2 unconnected molecules or ions with the total composition C2H6S (ωB97M-V/def2-TZVPD).

```
9
C2H6S ωB97M-V/def2-TZVPD
C 0.361 0.619 1.605
C -0.735 -0.101 1.377
H 0.315 1.425 2.346
H 1.221 0.581 0.947
H -1.751 0.137 1.721
H -0.637 -0.985 0.741
S 0.166 -0.066 -2.646
H 1.392 -0.540 -2.737
H -0.333 -1.071 -3.355
```

Properties
SMILES   C=C.S
HOMO level   -9.71 eV
LUMO   0.90 eV
2S+1   1
Charge   0
HOMO-LUMO gap   10.61 eV

---

Name the least stable of them. (Q).

---

(P)
Entry from OMol25: 2 unconnected molecules or ions with the total composition C5H9N2S (ωB97M-V/def2-TZVPD).

```
17
C5H9N2S ωB97M-V/def2-TZVPD
C -0.531 -0.850 -1.812
C -1.222 -0.336 -2.900
C 1.083 -0.395 2.519
C 0.902 0.711 1.552
C 1.422 0.722 0.327
N -2.032 0.297 -0.790
N -1.013 -0.472 -0.648
S -2.494 0.638 -2.378
H 0.324 -1.498 -1.855
H -1.021 -0.514 -3.939
H 0.136 -0.674 2.981
H 1.742 -0.057 3.325
H 1.536 -1.262 2.046
H -2.510 0.651 0.032
H 0.332 1.563 1.904
H 2.024 -0.096 -0.034
H 1.322 1.572 -0.331
```

Properties
HOMO level   -12.56 eV
LUMO   -5.80 eV
2S+1   1
Charge   +1
HOMO-LUMO gap   6.76 eV

---

(Q)
Entry from OMol25: a gas-phase ion, C5H9N2S (charge +1) (ωB97M-V/def2-TZVPD).

```
17
C5H9N2S ωB97M-V/def2-TZVPD
C -1.064 -1.399 0.456
C -2.391 -1.324 -0.020
C -0.294 -0.345 0.621
C 1.702 -0.207 -0.922
C 1.025 0.232 0.380
N -3.010 -0.200 -0.210
N 0.772 1.701 0.391
S -2.307 1.211 -0.111
H -0.655 -2.478 0.585
H -2.962 -2.137 -0.181
H 2.457 0.476 -0.912
H 1.995 -1.241 -0.776
H 1.073 -0.263 -1.773
H 1.521 -0.140 1.248
H 0.530 2.077 1.347
H -0.012 1.823 -0.206
H 1.620 2.213 0.082
```

Properties
HOMO level   -12.62 eV
LUMO   -4.97 eV
2S+1   1
Charge   +1
HOMO-LUMO gap   7.64 eV

---

Name the least stable of them. (Q).

---

(P)
Entry from OMol25: a gas-phase ion, C8H9N2O2 (charge -1) (ωB97M-V/def2-TZVPD).

```
21
C8H9N2O2 ωB97M-V/def2-TZVPD
C -1.356 1.635 0.217
C -1.377 0.077 -0.031
C -2.635 -0.698 -0.077
C -0.223 -0.628 -0.290
C -0.283 -2.201 -0.341
O -0.405 -2.668 -1.491
O 0.110 -2.741 0.695
N 1.046 0.027 -0.211
C 2.096 -0.514 0.426
C 3.120 0.393 0.422
C 2.569 1.473 -0.342
N 1.356 1.268 -0.753
H -0.498 2.039 0.773
H -2.298 1.988 0.744
H -1.439 2.282 -0.717
H -2.823 -1.197 0.817
H -3.448 -0.184 -0.600
H -2.463 -1.574 -0.878
H 1.946 -1.358 1.010
H 3.963 0.112 1.096
H 3.040 2.468 -0.470
```

Properties
SMILES   CC(C)=C(C(=O)[O-])n1cccn1
HOMO level   -4.20 eV
LUMO   3.67 eV
2S+1   1
Charge   -1
HOMO-LUMO gap   7.86 eV

---

(Q)
Entry from OMol25: a gas-phase ion, C8H9N2O2 (charge -1) (ωB97M-V/def2-TZVPD).

```
21
C8H9N2O2 ωB97M-V/def2-TZVPD
C -1.689 1.799 -1.176
C -1.481 0.839 -0.467
C -1.044 -0.293 0.305
C -1.222 -0.251 1.752
C -1.503 -1.593 -0.451
N 0.642 -0.172 0.050
C 1.422 -0.509 -1.122
O 0.968 -1.284 -2.023
C 2.563 0.202 -0.997
N 2.538 0.996 0.170
C 1.325 0.880 0.746
O 1.067 1.444 1.786
H -1.874 2.615 -1.751
H -0.900 0.639 2.405
H -2.243 -0.569 2.062
H -0.505 -0.957 2.016
H -1.422 -2.542 0.049
H -2.514 -1.447 -0.988
H -0.854 -1.546 -1.324
H 3.469 0.126 -1.536
H 3.257 1.624 0.492
```

Properties
SMILES   C#CC(C)(C)n1c([O-])c[nH]c1=O
HOMO level   -2.11 eV
LUMO   3.77 eV
2S+1   1
Charge   -1
HOMO-LUMO gap   5.88 eV

---

Name the least stable of them. (Q).